No. 1
Density functional theory data (ωB97M-V/def2-TZVPD) for a single C16H17FN2O2 molecule.

```
! RIJCOSX wB97M-V def2-TZVPD def2/J DEFGRID3
* xyz 0 1
C 3.7947 2.8158 -1.2191
C 3.1140 1.7308 -0.3317
O 1.8610 2.1633 0.1864
C 0.7753 2.0093 -0.6367
C -0.5702 2.3145 0.0634
C -1.4166 1.0057 0.1322
C -1.3346 0.3958 1.5661
C -0.3252 -0.4284 2.0240
C -0.4483 -1.2198 3.1675
C -1.4919 -0.9288 3.9991
N -2.4392 0.0151 3.5958
C -2.3557 0.6886 2.4096
N -0.5661 0.1866 -0.8563
C -0.7511 -1.1470 -1.1864
C -0.2181 -1.6034 -2.4451
C -0.3538 -2.8740 -2.7997
C -1.1655 -3.8364 -2.0156
F -1.1752 -5.1360 -2.2699
C -1.7415 -3.3984 -0.7880
C -1.6686 -2.0091 -0.5285
O 0.6187 0.7333 -1.2867
H 3.5893 3.8097 -0.7855
H 4.9138 2.6330 -1.3056
H 3.4149 2.8292 -2.3143
H 3.7649 1.5337 0.5454
H 3.1006 0.7876 -0.8860
H 0.9069 2.7645 -1.4753
H -1.1230 2.8827 -0.7415
H -0.3880 2.8440 1.0376
H -2.4412 1.0881 -0.2654
H 0.5519 -0.4381 1.4124
H 0.3369 -1.9055 3.5181
H -1.6541 -1.5248 4.9515
H -3.2139 1.2555 2.0721
H 0.2640 -0.9114 -3.0753
H 0.2390 -3.3127 -3.6481
H -2.2857 -4.1249 -0.2122
H -2.1187 -1.6882 0.3920
*
```

Its total energy is -26656.0336 eV. The value obtained for the HOMO energy is -0.2657 Eh. Its LUMO energy is 0.655 eV.

Results of the natural (NBO) charge analysis, in e, for atoms 1 through 4: -0.652 -0.081 -0.531 0.384

No. 2
Density functional theory data (ωB97M-V/def2-TZVPD) for a single C7H10O molecule.

```
! RIJCOSX wB97M-V def2-TZVPD def2/J DEFGRID3
* xyz 0 1
C 2.4543 -0.1845 -0.1914
C 1.2472 0.2494 -0.4492
C 0.1377 0.5252 0.4952
C -0.0667 -0.8752 1.1443
C -0.6945 -1.5193 -0.1947
O -1.3905 -0.4240 -0.9374
C -1.2787 0.6082 -0.0377
C -0.4268 1.9360 0.1663
H 3.3189 -0.0725 -0.8933
H 2.7576 -0.5116 0.8192
H 1.0194 0.3862 -1.4873
H 0.8652 -1.3048 1.4907
H -0.7957 -0.9493 1.9681
H -1.4635 -2.3321 0.0230
H -0.0033 -1.9015 -0.9495
H -2.1029 0.5919 0.7182
H 0.1363 2.4042 -0.6685
H -0.8434 2.6429 0.8822
*
```

Its total energy is -9463.1939 eV. The value obtained for the HOMO energy is -0.3100 Eh. Its LUMO energy is 1.073 eV.

Results of the natural (NBO) charge analysis, in e, for atoms 1 through 4: -0.406 -0.179 -0.195 -0.395

No. 3
Density functional theory data (ωB97M-V/def2-TZVPD) for a molecular structure, C16H14NO5PdSe.

```
! RIJCOSX wB97M-V def2-TZVPD def2/J DEFGRID3
* xyz -1 1
Pd 0.8795 -0.6327 1.2663
O 3.1310 4.1006 4.1739
C 2.5979 3.0810 3.4481
C 3.1510 2.6870 2.2369
C 2.5480 1.6443 1.5622
N 1.4606 1.0761 2.0689
C 0.9421 1.3999 3.2519
C 1.4911 2.4321 3.9827
C -0.2022 0.4708 3.6745
O -0.8120 0.7282 4.6977
O -0.4018 -0.5264 2.8822
C 3.0416 0.9667 0.2787
O 3.9922 1.4637 -0.3040
O 2.3891 -0.0903 -0.0498
H 3.8947 4.4550 3.7056
H 4.0385 3.1484 1.8211
H 1.0806 2.7062 4.9437
C -3.2501 -0.2625 -4.2086
C -2.3982 -0.8430 -3.1103
C -2.8708 -0.9459 -1.8104
C -2.0961 -1.4819 -0.7851
C -2.6685 -1.5517 0.6038
C -0.7977 -1.9334 -1.0681
Se 0.2516 -2.7495 0.3305
C -0.2954 -1.8182 -2.3742
C 1.0947 -2.2604 -2.7481
C -1.1077 -1.2816 -3.3693
H -4.2132 0.0725 -3.8221
H -3.4418 -0.9979 -4.9938
H -2.7599 0.5932 -4.6781
H -3.8729 -0.5958 -1.5803
H -3.6652 -1.1072 0.6267
H -2.0327 -1.0363 1.3253
H -2.7333 -2.5859 0.9464
H 1.7838 -2.1412 -1.9175
H 1.4599 -1.6751 -3.5937
H 1.1000 -3.3154 -3.0376
H -0.7083 -1.1934 -4.3761
*
```

Its total energy is -97377.2548 eV. The value obtained for the HOMO energy is -0.1619 Eh. Its LUMO energy is 2.360 eV.

Results of the natural (NBO) charge analysis, in e, for atoms 1 through 4: 0.811 -0.658 0.339 -0.307

No. 4
Density functional theory data (ωB97M-V/def2-TZVPD) for a molecular structure, C35H42N4O7PPbS2.

```
! RIJCOSX wB97M-V def2-TZVPD def2/J DEFGRID3
* xyz -1 1
Pb 0.0753 0.2770 0.1582
N -3.7986 0.9815 2.7266
C -2.5299 1.0264 2.1853
S -2.4959 1.0679 0.4391
N -1.5487 1.1174 3.0215
N -0.3075 1.2145 2.4501
C 0.6399 1.7038 3.1464
C 1.9454 2.0169 2.5924
C 3.0346 2.0710 3.4692
C 4.2979 2.4297 3.0513
C 4.4719 2.8333 1.7245
C 3.4131 2.8400 0.8493
C 2.1199 2.3742 1.2112
O 1.1823 2.3542 0.3206
H -4.4807 0.5155 2.1542
H -3.8333 0.8019 3.7184
H 0.4524 1.9586 4.1946
H 2.8634 1.8063 4.5082
H 5.1386 2.3995 3.7331
H 5.4533 3.1495 1.3861
H 3.5462 3.1454 -0.1813
C 3.6413 -7.2905 0.0055
O 2.6088 -6.3784 -0.2747
C 2.9183 -5.0421 -0.2665
C 4.1828 -4.5466 0.0965
C 4.3802 -3.1855 0.0797
C 3.3914 -2.2645 -0.2912
C 3.6783 -0.8396 -0.3226
C 5.1202 -0.3707 -0.1324
O 2.8368 0.0325 -0.5133
C 2.0827 -2.7618 -0.6843
O 1.1375 -2.0288 -1.0895
C 1.9154 -4.1848 -0.6331
H 3.1941 -8.2807 -0.0665
H 4.0469 -7.1549 1.0135
H 4.4569 -7.2122 -0.7214
H 4.9892 -5.2039 0.3898
H 5.3512 -2.8210 0.3892
H 5.8486 -1.0382 -0.5891
H 5.3209 -0.2830 0.9378
H 5.2073 0.6236 -0.5657
H 0.9481 -4.5888 -0.9060
N -0.1649 0.5593 -2.2602
S 0.0875 1.6394 -3.3581
C 1.5499 1.1308 -4.3065
C 1.7913 1.6111 -5.5859
C 2.9494 1.2267 -6.2431
C 3.8610 0.3869 -5.6142
C 3.6135 -0.0737 -4.3293
C 2.4543 0.3024 -3.6646
C -1.1659 1.2600 -4.6269
C -1.0956 0.1277 -5.4248
C -2.1916 -0.2345 -6.1918
C -3.3519 0.5275 -6.1565
C -3.4241 1.6478 -5.3416
C -2.3303 2.0128 -4.5719
H -0.0537 -0.4096 -2.5617
H 1.0761 2.2649 -6.0705
H 3.1463 1.5863 -7.2451
H 4.7678 0.0930 -6.1278
H 4.3214 -0.7221 -3.8294
H 2.2464 -0.0322 -2.6530
H -0.1917 -0.4694 -5.4435
H -2.1425 -1.1241 -6.8064
H -4.2049 0.2368 -6.7560
H -4.3370 2.2264 -5.2909
H -2.3777 2.8699 -3.9113
C -5.7317 -1.9151 -0.2328
C -4.9444 -2.7338 0.7843
O -3.7672 -3.3002 0.2252
P -2.5543 -2.2217 -0.2052
O -1.6302 -2.2877 1.1134
C -1.0532 -3.4986 1.6124
C -0.3988 -3.1922 2.9437
O -1.7957 -3.2932 -1.1734
C -1.9591 -3.0787 -2.5762
C -0.7253 -3.5578 -3.3183
H -6.6613 -1.5481 0.2059
H -5.9635 -2.5267 -1.1056
H -5.1270 -1.0663 -0.5548
H -5.5446 -3.5720 1.1468
H -4.6858 -2.0994 1.6427
H -0.3063 -3.8497 0.8997
H -1.8312 -4.2602 1.7116
H 0.3320 -2.3944 2.8096
H 0.1069 -4.0831 3.3169
H -1.1357 -2.8608 3.6755
H -2.1251 -2.0102 -2.7681
H -2.8516 -3.6194 -2.9135
H 0.1505 -3.1200 -2.8395
H -0.7739 -3.2497 -4.3653
H -0.6450 -4.6442 -3.2666
*
```

Its total energy is -93478.8289 eV. The value obtained for the HOMO energy is -0.1451 Eh. Its LUMO energy is 2.272 eV.

Results of the Mulliken charge analysis, in e, for atoms 1 through 4: 1.402 -0.486 0.631 -0.639

Number 1: strongest force on any atom 0.1055 Eh/bohr. Number 2: strongest force on any atom 0.0483 Eh/bohr. Number 3: strongest force on any atom 0.0106 Eh/bohr. Number 4: strongest force on any atom 0.0218 Eh/bohr.